No. 1
The following is a quantum chemistry calculation of a structure of composition C32H31MnN2O4S2Te, from the Open Molecules 2025 dataset.

As for the expectation value of S²: 8.756. Its spin multiplicity is 6. The net charge is -1. Its lowest unoccupied orbital energy (spin up / spin down) is 1.71 / 1.68 eV. The HOMO energy (spin up / spin down) comes out at -1.934 / -1.929 eV.

```
73
Properties=species:S:1:pos:R:3:forces:R:3
Mn -16.0098 -6.2444 -9.3918 -0.7 -0.9 -0.9
O -17.0216 -10.2224 -10.1259 -1.4 3.6 1.0
C -17.0246 -8.9788 -9.8628 1.0 -2.1 -1.0
O -16.2091 -8.1084 -10.3088 0.4 0.4 0.2
C -18.0323 -8.3955 -8.8973 -0.9 0.0 -0.6
C -18.8674 -9.3355 -8.2381 -0.5 1.3 0.9
C -19.7414 -8.8083 -7.3185 0.4 0.1 -0.3
C -19.8994 -7.3932 -7.1845 0.2 0.2 -0.1
C -20.8282 -6.8340 -6.2631 0.0 0.5 0.0
C -20.8953 -5.4676 -6.0855 0.8 0.3 -1.4
C -20.0988 -4.6017 -6.9438 0.0 -1.8 0.3
C -19.1702 -5.1146 -7.8500 -1.2 0.2 1.3
C -19.0582 -6.5220 -7.9660 -0.5 -0.8 0.5
N -18.1300 -7.0506 -8.8045 0.9 -1.9 0.5
H -18.8040 -10.4089 -8.3815 0.5 0.3 -0.2
H -20.2369 -9.5031 -6.6509 -0.5 0.3 0.0
H -21.5245 -7.5081 -5.7590 0.4 0.2 0.1
H -21.5438 -4.9867 -5.3576 -0.1 -0.3 -0.2
H -20.2945 -3.5588 -6.8422 0.3 0.7 0.0
H -18.5163 -4.4861 -8.4366 -0.1 0.0 -0.3
C -21.0395 -5.6514 -11.9946 -1.3 1.0 0.3
C -20.3197 -6.9343 -12.2696 3.9 0.7 0.1
O -19.0574 -6.9179 -12.2467 -3.4 -0.1 0.1
C -21.0334 -8.1644 -12.6638 0.7 0.2 -0.4
C -22.4021 -8.2476 -12.7383 -1.0 -1.0 -0.3
C -22.9868 -9.4039 -13.2812 1.4 0.2 -0.6
C -22.1829 -10.3941 -13.8596 0.5 0.3 0.9
C -20.7855 -10.3313 -13.7128 -0.6 0.8 -0.1
C -20.2235 -9.1893 -13.1491 0.4 -0.7 0.0
H -21.0688 -5.4095 -10.9037 0.2 -0.4 -0.7
H -22.1046 -5.6584 -12.3428 0.9 0.0 0.3
H -20.5288 -4.7969 -12.4784 -0.1 -0.6 0.2
H -23.0407 -7.4245 -12.4529 0.0 -0.1 0.2
H -24.0325 -9.5025 -13.3815 -1.1 0.1 0.0
H -22.6278 -11.2269 -14.3889 -0.1 0.0 0.1
H -20.1668 -11.1191 -14.1035 0.2 -0.1 -0.1
H -19.1397 -9.0264 -13.0997 -0.5 -0.3 0.1
Te -14.7206 -11.3213 -10.7306 -0.4 1.1 1.1
C -12.9578 -12.3239 -10.8998 1.1 -1.6 -1.8
C -12.9328 -13.2423 -11.9733 1.5 0.4 1.5
C -11.6418 -13.8311 -12.1495 -0.5 0.4 -0.4
C -10.7012 -13.3047 -11.3165 0.2 -0.8 -0.5
S -11.3236 -12.2163 -10.1768 -1.9 0.4 -0.6
H -13.7883 -13.4050 -12.6224 0.2 -0.1 0.3
H -11.4483 -14.5762 -12.9181 0.2 0.2 0.1
H -9.6577 -13.4719 -11.3859 0.8 -0.4 0.2
C -12.5959 -7.3762 -10.5172 0.1 0.2 0.2
N -12.0675 -6.6758 -9.3228 -1.1 -0.2 1.3
C -10.6823 -6.8561 -8.9372 0.4 -0.7 -1.3
C -12.9123 -6.2640 -8.3617 -1.4 0.3 -0.9
C -12.4079 -5.8102 -7.0208 0.5 1.5 0.9
O -14.1641 -6.1980 -8.5460 1.1 -0.2 0.3
H -12.7747 -8.4320 -10.2622 -0.1 0.2 -0.3
H -11.8737 -7.2839 -11.3345 -0.1 -0.1 0.3
H -13.5234 -6.8888 -10.8192 0.1 -0.3 0.0
H -10.2260 -7.5811 -9.6260 -0.2 0.0 0.4
H -10.5782 -7.1927 -7.9139 0.2 -0.1 -0.1
H -10.1685 -5.9352 -9.1240 0.6 0.6 0.3
H -11.3301 -5.5681 -7.0478 -0.6 -0.2 0.2
H -12.5745 -6.5885 -6.2478 0.0 0.4 -0.5
H -12.9175 -4.8372 -6.6844 0.4 -1.6 -0.7
S -16.6541 -4.4734 -10.8155 -0.8 -0.5 0.1
C -15.6726 -3.1622 -10.2431 -0.1 0.6 0.8
C -15.8122 -2.5682 -8.9532 0.3 -0.7 -1.3
C -14.9168 -1.5796 -8.5853 -0.2 0.3 -0.1
C -13.9617 -1.0971 -9.4894 0.0 -0.1 -0.2
C -13.8887 -1.6319 -10.7915 -0.3 -0.2 0.8
C -14.7383 -2.6706 -11.1510 0.1 -0.1 0.3
H -16.6060 -2.9450 -8.3064 0.3 0.2 0.0
H -15.0127 -1.1272 -7.6004 0.2 0.0 -0.1
H -13.2977 -0.3000 -9.1463 -0.1 -0.2 -0.3
H -13.1791 -1.2954 -11.5233 0.3 0.3 0.0
H -14.7141 -3.2231 -12.0992 0.3 0.7 0.2
```
Positions in Å, forces in eV/Å.

Results of the Mulliken charge analysis, in e, for atoms 1 through 6: atom 1 (Mn): 1.247, atom 2 (O): -0.760, atom 3 (C): 0.596, atom 4 (O): -0.695, atom 5 (C): 0.609, atom 6 (C): -0.852



No. 2
The following is a quantum chemistry calculation of an isolated molecule of C32H31N3O5, from the Open Molecules 2025 dataset.

Its SMILES is CCN1C(=O)[C@H]2[C@@H](c3ccc(OC)cc3)N3C(=O)CN(Cc4ccccc4)C(=O)[C@@]3(Cc3ccccc3)[C@H]2C1=O. Its spin multiplicity is 1. Its lowest unoccupied orbital energy is 0.62 eV. The HOMO energy comes out at -8.401 eV.

```
71
Properties=species:S:1:pos:R:3:forces:R:3
C 4.2495 0.6058 2.3276 -0.2 0.2 0.0
C 3.2798 1.7781 2.3708 0.2 -0.1 0.2
N 2.2754 1.7080 1.3268 0.1 0.1 0.3
C 2.4932 2.1673 0.0488 -0.4 0.1 -0.1
O 3.4932 2.7120 -0.3315 0.2 0.1 -0.1
C 1.2354 1.8581 -0.7453 -0.1 0.1 -0.1
C 1.3270 0.4913 -1.4815 0.3 -0.2 -0.4
C 2.5871 -0.2795 -1.1611 0.0 -0.2 0.0
C 3.7301 -0.0627 -1.9239 -0.1 -0.1 0.2
C 4.8930 -0.7488 -1.6585 0.1 -0.1 0.1
C 4.9392 -1.6926 -0.6305 -0.2 0.1 -0.1
O 6.1301 -2.3256 -0.4567 0.0 0.2 -0.2
C 6.2325 -3.3023 0.5508 0.0 -0.1 0.1
C 3.7986 -1.9147 0.1316 0.3 -0.2 0.0
C 2.6412 -1.2009 -0.1287 0.1 0.1 -0.2
N 0.1342 -0.2300 -1.0490 0.4 0.2 0.2
C -0.1301 -1.4852 -1.4483 -0.5 -0.2 0.2
O 0.5481 -2.1094 -2.2343 0.0 -0.1 -0.2
C -1.3851 -2.0724 -0.8129 0.1 -0.1 -0.4
N -1.7284 -1.5028 0.4678 0.1 -0.3 0.2
C -2.5657 -2.3241 1.3309 -0.1 0.1 0.2
C -3.9256 -2.5312 0.7174 0.0 -0.1 0.0
C -4.3223 -3.7734 0.2433 0.0 0.1 0.1
C -5.5625 -3.9328 -0.3514 -0.1 -0.1 -0.1
C -6.4118 -2.8485 -0.4868 -0.1 -0.1 0.0
C -6.0207 -1.6041 -0.0198 0.0 0.1 0.0
C -4.7851 -1.4468 0.5804 0.0 0.0 0.0
C -1.5673 -0.1982 0.7646 0.3 0.1 -0.3
O -2.0526 0.3381 1.7375 -0.2 0.3 0.1
C -0.7754 0.5896 -0.2793 -0.3 0.3 0.3
C -1.8162 1.2474 -1.2469 0.0 0.2 0.1
C -2.1878 2.6637 -0.9064 -0.2 0.0 -0.1
C -2.9453 2.9538 0.2237 -0.1 0.0 0.0
C -3.2768 4.2621 0.5269 0.0 0.0 0.0
C -2.8626 5.2965 -0.2956 0.0 0.1 0.0
C -2.1120 5.0166 -1.4241 0.0 0.1 0.0
C -1.7764 3.7082 -1.7256 0.0 -0.1 0.0
C 0.1770 1.6193 0.3275 -0.4 -0.1 0.0
C 1.0148 1.1664 1.5203 0.1 0.2 -0.2
O 0.6989 0.5180 2.4763 0.0 -0.2 0.3
H 4.7513 0.5684 1.3637 0.1 0.0 -0.1
H 3.7164 -0.3275 2.4862 0.0 -0.1 0.0
H 4.9945 0.7241 3.1097 0.1 0.0 0.1
H 2.7473 1.7962 3.3245 0.0 0.1 -0.1
H 3.8203 2.7172 2.2272 -0.1 -0.1 0.1
H 1.0044 2.6684 -1.4361 0.0 0.0 0.1
H 1.2902 0.6407 -2.5680 0.0 0.0 0.1
H 3.7067 0.6555 -2.7293 0.0 0.1 -0.1
H 5.7839 -0.5819 -2.2421 0.1 0.0 -0.1
H 7.2534 -3.6768 0.4948 -0.1 0.0 0.0
H 6.0584 -2.8753 1.5439 0.0 0.0 0.0
H 5.5349 -4.1287 0.3815 0.0 0.0 0.0
H 3.7950 -2.6373 0.9322 0.0 -0.1 0.1
H 1.7720 -1.3832 0.4873 -0.1 0.0 0.0
H -1.2122 -3.1451 -0.6888 0.0 0.1 -0.1
H -2.2153 -1.9588 -1.5273 0.1 -0.1 0.0
H -2.6504 -1.7861 2.2785 0.0 -0.2 -0.1
H -2.0634 -3.2809 1.4987 0.0 0.1 0.0
H -3.6617 -4.6229 0.3453 0.1 -0.1 0.0
H -5.8641 -4.9051 -0.7121 0.0 -0.1 0.0
H -7.3778 -2.9726 -0.9530 -0.1 0.0 0.0
H -6.6820 -0.7561 -0.1204 -0.1 0.1 0.0
H -4.4797 -0.4814 0.9563 0.0 0.1 0.1
H -2.7190 0.6300 -1.2515 0.0 -0.1 -0.1
H -1.3931 1.2216 -2.2537 0.0 0.0 0.0
H -3.2532 2.1542 0.8791 0.0 -0.1 0.1
H -3.8624 4.4740 1.4089 -0.1 0.0 0.1
H -3.1249 6.3169 -0.0590 0.0 0.1 0.0
H -1.7868 5.8170 -2.0722 0.0 0.1 -0.1
H -1.1974 3.4972 -2.6144 0.1 0.0 -0.1
H -0.3542 2.5234 0.6352 0.1 -0.1 0.0
```
Positions in Å, forces in eV/Å.

Results of the Mulliken charge analysis, in e, for atoms 1 through 6: atom 1 (C): -0.996, atom 2 (C): -0.830, atom 3 (N): 0.368, atom 4 (C): -0.616, atom 5 (O): -0.627, atom 6 (C): 0.658



No. 3
The following is a quantum chemistry calculation of a structure of composition C32H31NO4Si2W, from the Open Molecules 2025 dataset.

As for the expectation value of S²: 2.018. Its spin multiplicity is 3. Its lowest unoccupied orbital energy (spin up / spin down) is -0.30 / -1.23 eV. The HOMO energy (spin up / spin down) comes out at -6.885 / -7.722 eV.

```
71
Properties=species:S:1:pos:R:3:forces:R:3
W -1.1854 -0.3810 1.1095 -0.2 -0.3 -0.2
O -4.9381 -0.0380 -0.7645 0.0 0.1 0.0
C -3.7772 -0.4684 -0.2804 -0.1 -0.4 -0.2
O -2.9594 0.3573 0.2874 0.3 -0.1 0.3
C -3.3927 -1.8289 -0.3627 -0.1 0.4 0.0
C -3.9827 -2.9760 -0.9220 0.0 -0.2 0.0
C -3.2786 -4.1536 -0.8489 0.0 0.1 0.0
C -1.9837 -4.2243 -0.2603 0.0 -0.2 -0.1
C -1.4632 -3.0784 0.2563 -0.1 0.3 0.1
N -2.1895 -1.9412 0.2265 0.1 -0.6 -0.2
C -0.1182 -2.6821 0.8637 0.0 0.1 -0.3
O 0.7080 -3.7734 1.0090 0.0 0.0 0.3
O -0.4210 -1.9619 2.0712 -0.1 0.0 -0.3
H -4.9962 0.9130 -0.5959 0.0 0.0 0.0
H -4.9533 -2.9181 -1.3941 0.0 0.0 0.0
H -3.7136 -5.0507 -1.2701 0.0 0.0 0.0
H -1.4122 -5.1407 -0.2387 0.0 0.0 0.0
H 1.4766 -3.4814 1.5137 0.1 0.0 0.0
C -3.3537 0.5561 3.6156 -0.2 -0.1 0.0
Si -1.4917 0.6885 3.3925 0.2 0.4 -0.2
C -0.6773 -0.1395 4.8393 0.2 -0.2 0.2
C -1.0520 2.5102 3.3327 0.0 0.3 0.2
C -1.3124 3.3687 4.4063 0.0 0.0 -0.1
C -1.0483 4.7278 4.3170 0.0 0.0 -0.1
C -0.5098 5.2484 3.1453 0.0 -0.1 0.0
C -0.2275 4.4051 2.0790 -0.1 0.0 0.1
C -0.4871 3.0323 2.1577 0.0 0.3 0.0
Si 0.0691 1.7973 0.8482 0.0 -0.1 0.5
C 1.7436 1.1708 1.4603 0.2 0.1 0.1
C 0.3003 2.6529 -0.7834 0.0 0.1 -0.4
H -3.6142 0.9780 4.5926 0.0 0.0 0.0
H -3.7023 -0.4803 3.5958 0.0 0.0 0.0
H -3.8819 1.1207 2.8457 0.0 0.0 0.0
H -0.8673 0.4317 5.7531 0.0 -0.1 0.0
H 0.4032 -0.2106 4.6982 0.0 0.0 0.0
H -1.0655 -1.1519 4.9711 0.0 0.0 0.0
H -1.7415 2.9776 5.3251 0.0 0.0 0.0
H -1.2648 5.3812 5.1537 0.0 0.0 0.0
H -0.3041 6.3094 3.0681 0.0 0.0 0.0
H 0.2064 4.8295 1.1786 0.0 0.0 0.0
H 2.2774 2.0031 1.9295 0.1 -0.1 -0.1
H 2.3301 0.7695 0.6298 0.0 0.0 0.0
H 1.6579 0.3746 2.2057 0.0 0.0 0.0
H 1.0597 3.4343 -0.6835 0.0 0.0 -0.1
H -0.6262 3.1140 -1.1329 0.0 0.0 0.0
H 0.6432 1.9463 -1.5448 0.0 0.0 0.0
C 0.3265 -1.4690 0.0345 -0.2 0.2 0.0
C 1.0859 -1.3062 -0.9949 -0.2 -0.2 0.4
C 1.7927 -1.0477 -2.0698 0.3 0.1 -0.3
C 3.2378 -0.6897 -1.9699 -0.2 0.0 0.0
C 4.0080 -1.1495 -0.9026 0.0 -0.1 0.0
C 5.3322 -0.7679 -0.7644 0.0 0.0 0.0
C 5.9164 0.0800 -1.6979 0.0 0.0 0.0
C 5.1598 0.5425 -2.7644 -0.1 0.0 0.0
C 3.8307 0.1613 -2.8996 0.1 0.1 0.0
C 1.0896 -1.0737 -3.3911 0.1 0.0 0.2
C 1.6751 -1.6585 -4.5114 0.0 0.0 0.0
C 0.9894 -1.7170 -5.7164 0.0 0.0 0.0
C -0.2911 -1.1900 -5.8208 0.0 0.0 0.0
C -0.8815 -0.6025 -4.7098 0.0 0.0 0.0
C -0.1939 -0.5453 -3.5063 -0.1 0.0 0.0
H 3.5564 -1.8182 -0.1792 0.0 0.0 0.0
H 5.9117 -1.1375 0.0722 0.0 0.0 0.0
H 6.9522 0.3763 -1.5933 0.0 0.0 0.0
H 5.5998 1.2108 -3.4938 0.0 0.0 0.0
H 3.2439 0.5436 -3.7250 0.0 0.0 0.0
H 2.6698 -2.0805 -4.4347 0.0 0.0 0.0
H 1.4568 -2.1810 -6.5756 0.0 0.0 0.0
H -0.8246 -1.2366 -6.7615 0.0 0.0 0.0
H -1.8766 -0.1808 -4.7819 0.0 0.0 0.0
H -0.6497 -0.0809 -2.6385 0.0 0.0 0.0
```
Positions in Å, forces in eV/Å.

Results of the Mulliken charge analysis, in e, for atoms 1 through 6: atom 1 (W): 1.550, atom 2 (O): -0.559, atom 3 (C): 0.159, atom 4 (O): -0.597, atom 5 (C): 0.732, atom 6 (C): -0.962



Number 1: E -3863.93305 hartree. Number 2: E -1778.57239 hartree. Number 3: E -2239.76507 hartree.